[1]
Computed, not measured: C20H29N3NiO6SSi2Te as an isolated structure, with ωB97M-V/def2-TZVPD.

Properties
Highest occupied orbital energy (spin up / spin down) (Eh): -0.294 / -0.293
DFT total energy (Ha): -4148.743164
Charge: 0
LUMO (spin up / spin down) (eV): -0.79 / -0.88
Max |F| (eV Å⁻¹): 0.79
Energy above the lowest of the compared OMol25 structures with the same formula, charge and spin (eV): 0.3439
Multiplicity: 3

```
63
Properties=species:S:1:pos:R:3:forces:R:3:nbo_charge:R:1
Ni -0.010 -1.076 0.121 -0.23 -0.44 -0.42 1.33
O -5.915 -5.350 0.232 0.12 0.09 -0.06 -0.38
N -5.679 -4.192 -0.058 -0.03 0.10 -0.01 0.54
O -6.555 -3.350 -0.211 0.15 -0.09 -0.01 -0.41
C -4.283 -3.789 -0.229 -0.14 0.04 0.02 -0.04
C -3.355 -4.796 -0.277 -0.04 -0.17 0.02 -0.08
C -1.986 -4.555 -0.406 0.06 -0.28 -0.04 -0.17
C -0.991 -5.602 -0.548 -0.16 -0.03 -0.03 -0.15
C 0.307 -5.294 -0.552 0.13 -0.02 0.20 -0.22
C 0.737 -3.892 -0.275 -0.54 0.10 -0.36 0.20
N -0.234 -2.908 -0.636 0.14 -0.15 0.51 -0.70
C -1.524 -3.245 -0.476 0.03 0.21 -0.20 0.23
C -2.495 -2.178 -0.430 0.21 0.04 0.00 0.21
N -1.966 -0.922 -0.450 -0.06 -0.11 0.36 -0.54
C -2.762 0.121 -0.424 0.03 0.07 -0.08 0.07
C -4.150 -0.016 -0.354 -0.05 0.03 -0.07 -0.26
C -4.704 -1.267 -0.286 0.11 -0.09 0.02 -0.10
C -3.876 -2.419 -0.325 -0.23 0.15 0.01 -0.07
H -3.715 -5.814 -0.212 0.02 0.00 0.00 0.25
H -1.325 -6.626 -0.680 0.02 0.07 0.01 0.22
H 1.082 -6.046 -0.666 -0.12 0.07 -0.01 0.22
H 1.676 -3.656 -0.754 0.29 0.13 0.11 0.20
H -2.291 1.098 -0.459 -0.01 -0.03 0.08 0.20
H -4.775 0.867 -0.340 0.02 -0.04 0.02 0.23
H -5.769 -1.386 -0.200 -0.06 -0.01 -0.02 0.26
C 3.390 3.245 -2.492 0.25 -0.03 0.12 -1.13
Si 1.554 3.359 -2.767 -0.02 0.02 0.10 1.65
C 1.077 5.138 -3.010 -0.11 0.31 -0.10 -1.12
C 1.058 2.345 -4.241 -0.07 -0.19 -0.23 -1.12
C 0.615 2.708 -1.262 -0.06 -0.11 -0.12 -1.15
Te 1.491 0.953 -0.398 0.00 0.78 0.13 0.54
C 0.654 1.399 1.566 0.47 -0.29 0.14 -1.12
Si 2.006 1.965 2.770 -0.18 0.20 -0.25 1.66
C 3.365 0.720 2.909 0.06 -0.37 0.02 -1.14
C 1.157 2.259 4.395 -0.07 0.00 0.33 -1.12
C 2.695 3.555 2.080 0.07 0.31 0.02 -1.13
H 3.932 3.688 -3.337 -0.07 -0.04 0.12 0.25
H 3.723 2.207 -2.389 0.02 0.10 -0.02 0.24
H 3.689 3.780 -1.581 -0.01 -0.07 -0.14 0.24
H 1.571 5.551 -3.899 -0.09 -0.04 0.15 0.24
H 1.370 5.749 -2.149 -0.05 -0.06 -0.12 0.24
H -0.005 5.244 -3.151 0.14 0.02 0.03 0.24
H 1.656 2.617 -5.119 -0.09 -0.06 0.09 0.24
H 0.004 2.508 -4.490 0.11 -0.05 0.01 0.24
H 1.200 1.273 -4.058 -0.01 0.12 -0.06 0.24
H -0.415 2.473 -1.540 0.03 0.07 0.05 0.24
H 0.598 3.459 -0.468 0.06 -0.09 -0.02 0.25
H 0.183 0.508 1.988 -0.10 -0.02 -0.04 0.25
H -0.107 2.164 1.416 -0.04 -0.02 -0.12 0.24
H 2.998 -0.254 3.252 0.08 0.13 -0.03 0.27
H 4.114 1.077 3.624 -0.04 -0.04 -0.08 0.24
H 3.855 0.564 1.943 0.01 0.00 0.09 0.25
H 0.641 1.351 4.727 0.06 0.13 -0.01 0.25
H 0.417 3.062 4.310 0.05 -0.09 0.04 0.24
H 1.874 2.540 5.175 -0.12 -0.03 -0.11 0.24
H 3.014 3.420 1.041 0.02 0.04 0.06 0.23
H 3.573 3.872 2.656 -0.11 -0.01 -0.10 0.25
H 1.961 4.370 2.115 0.12 -0.12 -0.03 0.23
O 1.033 -3.867 1.214 -0.04 -0.10 -0.06 -0.75
S 1.154 -2.476 1.926 0.23 -0.24 0.19 2.58
O 1.820 -2.708 3.160 -0.11 0.11 -0.02 -0.92
O 1.872 -1.598 0.952 -0.31 -0.03 0.13 -1.06
O -0.228 -1.925 2.025 0.26 0.10 -0.20 -1.03
```
Positions in Å, forces in eV/Å.

=====

[2]
Computed, not measured: one molecule with the formula C20H29N3O3S, with ωB97M-V/def2-TZVPD.

Properties
Highest occupied orbital energy (Eh): -0.325
DFT total energy (Ha): -1567.625947
SMILES: CC[C@@H](CC(=O)N(C)[C@@H]1CN(C(=O)/C=C/c2cc(C)no2)CC12CC2)SC
Charge: 0
LUMO (eV): -0.05
Max |F| (eV Å⁻¹): 0.35
Energy above the lowest of the compared OMol25 structures with the same formula, charge and spin (eV): 2.7388

```
56
Properties=species:S:1:pos:R:3:forces:R:3:nbo_charge:R:1
C -1.123 1.738 -4.723 0.00 0.00 -0.01 -0.61
C -0.453 2.461 -3.565 0.01 0.00 0.01 -0.42
C 0.912 1.888 -3.191 0.00 -0.02 -0.01 -0.30
C 1.668 2.770 -2.181 0.20 0.11 0.13 -0.50
C 0.804 3.188 -0.997 -0.21 -0.06 -0.09 0.69
O 0.138 4.206 -1.105 0.00 0.00 0.01 -0.63
N 0.673 2.366 0.091 -0.15 -0.26 -0.18 -0.45
C -0.469 2.577 0.969 0.17 0.17 0.14 -0.42
C 1.624 1.332 0.477 0.01 0.03 -0.02 -0.03
C 0.973 -0.028 0.761 -0.01 -0.01 -0.02 -0.23
N 0.813 -0.069 2.213 0.01 0.01 0.00 -0.43
C 0.013 -0.894 2.927 0.01 -0.02 -0.01 0.65
O -0.073 -0.798 4.144 0.00 0.00 0.00 -0.63
C -0.747 -1.923 2.160 0.00 0.01 0.02 -0.27
C -1.616 -2.696 2.805 0.00 -0.01 -0.02 -0.16
C -2.404 -3.736 2.174 0.00 0.01 0.01 0.27
C -3.322 -4.602 2.670 0.00 0.00 -0.01 -0.33
C -3.724 -5.363 1.538 -0.01 -0.01 0.02 0.15
C -4.721 -6.474 1.473 0.01 0.01 0.00 -0.64
N -3.093 -4.975 0.465 0.01 0.00 -0.01 -0.12
O -2.256 -3.946 0.857 0.00 0.00 0.00 -0.28
C 1.608 0.936 2.910 0.00 -0.01 0.01 -0.21
C 2.342 1.645 1.789 0.01 0.00 0.01 -0.09
C 3.843 1.721 1.796 -0.01 0.01 -0.01 -0.40
C 3.013 2.961 1.995 0.01 -0.02 0.00 -0.40
S 0.808 0.155 -2.609 0.00 0.01 0.03 0.16
C 1.267 -0.738 -4.108 0.00 0.00 0.01 -0.74
H -2.065 2.220 -4.984 0.00 0.00 0.00 0.22
H -0.490 1.743 -5.614 0.00 0.00 0.00 0.20
H -1.343 0.701 -4.464 0.00 0.00 0.00 0.21
H -0.320 3.520 -3.804 0.00 0.00 0.00 0.22
H -1.103 2.435 -2.687 0.00 0.00 -0.01 0.21
H 1.537 1.843 -4.088 0.00 0.00 0.00 0.22
H 2.602 2.285 -1.905 0.00 0.01 -0.01 0.22
H 1.914 3.708 -2.679 0.01 0.00 0.00 0.24
H -1.104 3.337 0.527 -0.01 0.00 0.00 0.25
H -1.031 1.650 1.088 0.01 0.00 0.01 0.20
H -0.151 2.922 1.955 -0.01 0.02 0.01 0.20
H 2.341 1.223 -0.328 -0.01 -0.01 0.00 0.24
H 0.021 -0.125 0.243 0.00 0.01 -0.01 0.22
H 1.630 -0.829 0.409 0.00 0.00 0.01 0.21
H -0.583 -2.048 1.098 0.00 0.00 0.00 0.22
H -1.751 -2.552 3.870 0.00 0.00 0.00 0.24
H -3.662 -4.688 3.687 0.00 0.00 0.00 0.24
H -5.144 -6.664 2.458 0.00 0.00 0.00 0.22
H -5.531 -6.222 0.790 0.00 0.00 0.00 0.24
H -4.252 -7.389 1.114 0.00 0.00 0.00 0.24
H 0.952 1.598 3.481 -0.01 0.01 -0.01 0.21
H 2.283 0.462 3.625 0.00 0.00 0.00 0.21
H 4.361 1.313 2.653 0.00 0.00 0.00 0.22
H 4.362 1.604 0.853 0.00 0.00 0.00 0.21
H 2.962 3.679 1.186 0.00 0.01 0.00 0.22
H 2.977 3.393 2.986 0.00 0.00 0.00 0.22
H 1.273 -1.796 -3.852 0.00 0.00 0.00 0.23
H 0.549 -0.574 -4.908 0.00 0.00 0.00 0.22
H 2.265 -0.453 -4.439 0.00 0.00 0.00 0.21
```
Positions in Å, forces in eV/Å.

=====

[3]
Computed, not measured: one molecule with the formula C20H29N3O3S, with ωB97M-V/def2-TZVPD.

Properties
Highest occupied orbital energy (Eh): -0.320
DFT total energy (Ha): -1567.612019
SMILES: CC[C@@H](CC(=O)N(C)[C@@H]1CN(C(=O)/C=C/c2cc(C)no2)CC12CC2)SC
Charge: 0
LUMO (eV): -0.09
Max |F| (eV Å⁻¹): 0.80
Energy above the lowest of the compared OMol25 structures with the same formula, charge and spin (eV): 3.1178

```
56
Properties=species:S:1:pos:R:3:forces:R:3:nbo_charge:R:1
C -2.792 3.103 -1.731 0.00 0.00 0.00 -0.61
C -2.250 1.701 -1.967 0.00 0.00 0.00 -0.42
C -2.421 0.785 -0.756 -0.01 0.00 0.00 -0.30
C -2.137 -0.701 -1.047 -0.15 -0.47 -0.20 -0.51
C -0.688 -0.967 -1.447 0.37 0.69 0.14 0.71
O -0.257 -0.460 -2.458 0.01 0.00 0.00 -0.57
N 0.181 -1.634 -0.573 -0.56 -0.09 0.49 -0.49
C 1.242 -0.817 0.013 0.33 -0.12 -0.42 -0.42
C -0.374 -2.670 0.297 0.01 0.00 -0.01 -0.03
C -0.811 -2.207 1.695 0.00 -0.01 0.01 -0.26
N 0.358 -2.440 2.537 0.00 0.02 -0.01 -0.42
C 0.782 -1.692 3.584 -0.01 -0.01 0.01 0.65
O 1.852 -1.918 4.134 0.00 0.01 0.00 -0.63
C -0.105 -0.577 4.026 0.00 -0.01 -0.01 -0.27
C 0.340 0.276 4.944 0.00 0.00 0.00 -0.17
C -0.419 1.415 5.422 0.00 0.00 0.00 0.28
C -0.141 2.376 6.337 0.00 0.00 0.00 -0.33
C -1.292 3.210 6.324 0.00 0.00 0.01 0.16
C -1.556 4.441 7.130 0.00 0.00 0.00 -0.64
N -2.177 2.774 5.471 0.00 0.00 0.00 -0.13
O -1.634 1.637 4.896 -0.01 0.00 0.00 -0.29
C 1.250 -3.453 1.981 0.00 -0.01 0.00 -0.21
C 0.647 -3.758 0.621 -0.01 0.00 0.00 -0.08
C 0.351 -5.178 0.225 0.01 0.01 -0.01 -0.39
C 1.444 -4.404 -0.462 -0.01 -0.01 0.01 -0.41
S -1.469 1.367 0.698 0.00 0.00 0.00 0.16
C -2.783 2.132 1.673 0.00 -0.01 0.00 -0.74
H -2.696 3.710 -2.632 0.00 0.00 0.00 0.22
H -3.850 3.083 -1.456 0.00 0.00 0.00 0.19
H -2.242 3.605 -0.934 0.00 0.00 0.00 0.21
H -2.767 1.239 -2.813 0.00 0.00 0.00 0.20
H -1.198 1.744 -2.244 0.00 0.00 0.00 0.23
H -3.466 0.825 -0.437 0.00 0.00 0.00 0.22
H -2.443 -1.285 -0.181 0.00 -0.01 -0.01 0.21
H -2.770 -0.992 -1.890 0.00 -0.01 0.00 0.23
H 1.565 -0.088 -0.727 0.00 0.00 0.00 0.23
H 0.905 -0.288 0.908 0.00 0.00 0.00 0.19
H 2.099 -1.442 0.266 -0.01 -0.01 0.00 0.20
H -1.214 -3.113 -0.238 -0.01 0.00 0.00 0.22
H -1.101 -1.159 1.689 0.01 0.00 0.00 0.24
H -1.661 -2.809 2.037 0.00 0.00 0.00 0.20
H -1.091 -0.454 3.599 0.00 0.00 0.00 0.22
H 1.329 0.129 5.361 0.00 0.00 0.00 0.25
H 0.750 2.479 6.932 0.00 0.00 0.00 0.24
H -0.730 4.633 7.812 0.00 0.00 0.00 0.22
H -1.676 5.306 6.479 0.00 0.00 0.00 0.24
H -2.469 4.328 7.712 0.00 0.00 0.00 0.24
H 2.261 -3.044 1.922 0.00 0.00 0.00 0.22
H 1.296 -4.334 2.626 0.00 0.00 0.00 0.21
H 0.640 -5.959 0.916 0.00 0.00 0.00 0.21
H -0.557 -5.373 -0.330 0.00 0.00 0.00 0.21
H 1.272 -4.056 -1.471 0.00 0.00 0.00 0.23
H 2.469 -4.670 -0.238 0.00 0.00 0.00 0.22
H -2.331 2.494 2.593 0.00 0.00 0.00 0.25
H -3.231 2.968 1.140 0.00 0.00 0.00 0.22
H -3.549 1.402 1.930 0.00 0.00 0.00 0.21
```
Positions in Å, forces in eV/Å.

=====

[4]
Computed, not measured: C20H29N3O4 as an isolated structure in a non-equilibrium geometry, with ωB97M-V/def2-TZVPD.

Properties
Highest occupied orbital energy (Eh): -0.268
DFT total energy (Ha): -1244.097796
Charge: 0
LUMO (eV): 0.52
Max |F| (eV Å⁻¹): 14.89
Energy above the lowest of the compared OMol25 structures with the same formula, charge and spin (eV): 19.4563

```
56
Properties=species:S:1:pos:R:3:forces:R:3:nbo_charge:R:1
C -1.522 6.093 -3.358 -4.54 -0.19 2.75 -0.23
O -1.437 4.753 -3.581 -1.03 -1.80 -0.65 -0.47
C -0.689 4.008 -2.807 4.81 -4.38 4.74 0.28
C 0.207 4.513 -1.700 -0.08 -1.19 -2.01 -0.30
C 1.188 3.695 -0.868 -9.38 -4.08 -10.15 -0.18
C 0.976 2.296 -0.913 1.90 2.42 -0.17 0.10
C 0.126 1.753 -1.790 -4.41 -2.14 -7.97 -0.33
C -0.581 2.441 -2.910 -0.09 5.27 3.21 0.31
O -1.418 1.955 -3.864 1.34 6.12 0.83 -0.48
C -1.474 0.704 -4.033 -3.85 -7.19 -2.60 -0.23
H -0.695 0.142 -4.388 3.39 -0.51 -1.04 0.17
H -2.216 0.352 -4.920 0.79 1.28 2.30 0.18
H -1.667 0.165 -3.132 -1.12 -0.61 0.93 0.16
H 0.060 0.649 -2.161 0.74 1.58 1.91 0.23
N 1.795 1.358 -0.317 1.24 2.66 4.77 -0.61
C 2.371 1.655 0.993 3.18 3.61 -1.90 0.66
O 2.729 2.853 1.459 -2.70 -5.86 -2.27 -0.63
C 2.976 0.361 1.559 1.59 -0.72 -2.53 -0.15
N 1.857 -0.478 1.776 -1.37 1.46 8.86 -0.40
C 1.136 -1.350 1.158 1.20 -2.62 -6.25 0.78
O 1.508 -1.399 -0.154 -2.57 -0.77 4.23 -0.77
N 0.215 -2.313 1.775 6.20 1.18 -8.69 -0.60
H -0.006 -2.124 2.602 -2.47 1.92 8.76 0.36
C -0.689 -3.004 0.963 3.12 -2.47 -4.55 -0.08
C -0.806 -4.492 1.252 -3.04 7.89 6.61 -0.28
C -1.798 -5.096 0.564 0.72 -7.14 -2.27 -0.47
C -2.939 -4.312 0.466 -7.94 -1.35 -4.49 -0.40
C -2.879 -3.079 -0.411 4.73 1.22 3.73 -0.38
C -1.881 -2.236 0.730 3.77 0.47 -14.39 -0.35
H -1.621 -1.200 0.167 -0.24 -2.14 1.56 0.20
H -2.369 -2.058 1.455 -6.78 2.33 9.92 0.15
H -2.207 -3.268 -1.306 -1.36 0.50 0.78 0.21
H -3.751 -2.468 -0.467 -0.70 -0.10 -0.65 0.22
H -3.487 -4.205 1.386 -0.02 0.51 0.54 0.22
H -3.688 -4.976 -0.219 1.05 0.83 1.77 0.19
H -1.474 -5.394 -0.437 0.28 0.33 -0.52 0.21
H -1.898 -6.150 0.982 -0.72 1.19 -0.20 0.23
H -0.101 -4.795 1.828 5.69 -3.05 1.95 0.24
H -1.348 -4.191 2.473 0.28 -1.25 -2.13 0.06
H -0.184 -3.265 -0.061 -0.29 1.99 1.12 0.22
C 1.744 -0.336 3.484 1.04 -10.77 -5.73 -0.24
C 2.542 0.565 3.992 10.15 8.79 0.37 -0.46
H 3.175 0.396 4.893 -1.30 0.00 -0.24 0.27
C 3.903 0.631 2.832 -11.44 -3.63 -0.10 -0.32
H 4.338 1.426 2.610 3.20 7.81 -0.91 0.21
H 4.587 -0.036 2.821 4.24 -5.31 0.92 0.19
H 2.287 1.709 3.837 -0.14 -2.36 0.89 0.25
H 0.849 -0.107 3.738 -6.56 0.36 1.21 0.20
H 2.111 -1.507 3.659 -1.36 3.01 0.33 0.21
H 3.468 -0.300 0.737 0.05 1.94 0.81 0.27
H 1.603 0.407 -0.577 0.13 -1.08 0.45 0.45
H 1.571 4.096 -0.163 5.50 5.11 8.40 0.19
H 0.207 5.633 -1.719 0.40 -1.16 0.76 0.20
H -2.163 6.490 -4.075 -1.47 0.48 -1.20 0.19
H -1.853 6.504 -2.349 0.01 -1.30 -0.76 0.17
H -0.689 6.535 -3.509 6.26 2.92 -1.07 0.16
```
Positions in Å, forces in eV/Å.